Entry 1:
C35H80O13 | ωB97M-V with the def2-TZVPD basis set

The geometry in XYZ format:
```
128
Properties=species:S:1:pos:R:3:forces:R:3
C 15.9622 9.4835 5.3750 0.297 -0.016 -0.375
H 17.8118 8.0618 0.6217 0.140 0.021 0.117
C 16.9095 7.2829 9.8262 0.120 -0.293 0.414
C 22.7372 10.5557 6.0414 -0.608 0.257 0.294
H 16.3042 2.1886 1.9496 -0.004 -0.160 0.280
H 19.1543 4.3710 0.0411 0.159 -0.043 -0.015
H 21.4530 3.6783 7.8921 0.090 0.132 0.249
O 23.9527 7.6766 6.5779 0.493 0.039 0.302
H 23.6539 2.3310 6.2827 0.049 -0.041 0.200
O 21.7123 6.6421 5.4971 0.093 -0.545 -0.073
H 17.6812 6.8632 -0.6313 0.400 0.097 -0.309
H 20.4502 11.8651 8.0228 -0.068 -0.079 -0.186
H 20.6643 1.9198 5.8162 -0.078 -0.018 0.273
C 23.8439 4.8352 3.2798 -0.326 -0.031 0.676
C 25.6211 12.4196 7.2658 0.144 -0.186 0.255
H 14.8105 0.4211 11.2523 0.005 -0.131 -0.055
H 17.1777 11.6911 6.1264 0.002 -0.719 -0.128
H 22.8843 4.7480 2.7732 0.101 -0.140 -0.197
O 17.9256 6.4290 9.3081 0.023 0.258 0.061
H 21.0893 8.3976 4.5707 0.132 -0.017 0.024
C 23.7750 11.0133 7.0300 0.187 -0.801 0.049
C 22.2170 2.9006 7.8831 -0.187 -1.065 0.667
C 18.3007 7.1766 0.2126 -0.904 -0.196 0.248
C 21.6356 1.4958 6.0810 0.638 0.469 -0.754
H 17.2730 1.7289 9.2016 0.049 -0.223 -0.421
O 21.5902 1.6884 8.3905 0.265 0.110 -0.167
C 16.1459 11.6628 5.7302 0.273 0.943 0.646
H 24.1449 6.2514 8.0734 0.073 -0.258 0.007
C 16.2177 3.4487 8.4678 -0.185 0.290 -0.643
H 18.7593 7.4837 4.2396 0.240 0.407 0.162
O 15.3322 1.6920 9.7894 -0.320 0.030 -0.384
C 16.2840 1.9593 8.7814 0.339 0.645 0.752
H 15.6572 8.6492 4.7415 -0.420 0.392 -0.287
H 17.6498 0.2167 2.7881 -0.189 0.090 -0.003
C 18.6646 10.6592 10.5822 0.851 -0.709 -0.642
H 24.2625 10.1147 7.4380 0.002 0.072 -0.033
C 18.0310 2.9325 3.0933 -0.513 -1.161 1.184
H 20.6067 0.2066 7.4425 0.259 -0.429 0.122
H 20.9172 5.5714 7.1723 0.700 -0.209 -0.493
C 19.5402 5.1845 0.6647 -0.658 -0.167 0.354
O 16.7515 3.7580 7.1910 0.112 -0.174 -0.231
H 23.2900 11.5209 7.8759 -0.010 0.249 -0.162
H 18.7542 6.0040 6.5457 0.144 -0.156 -0.059
C 15.6860 0.6344 10.6409 0.072 0.133 0.504
H 20.1114 1.5462 1.5560 -0.099 -0.208 -0.152
H 18.2513 3.6616 5.9503 0.956 -0.109 0.061
H 21.8576 11.7479 3.7616 -0.114 -0.118 -0.109
H 21.9775 1.0052 5.1673 0.003 -0.433 0.265
H 21.2727 7.0200 3.4607 0.602 -0.171 0.222
O 24.7205 11.8166 6.3742 0.010 0.280 -0.068
O 19.3374 2.3652 3.2675 0.249 0.440 -0.247
H 18.5850 6.4267 2.1936 0.009 -0.253 0.063
H 19.9763 7.7767 -1.0917 -0.101 0.391 0.120
C 18.0835 3.2650 6.9440 -1.952 0.110 0.952
H 22.4050 -0.0163 7.4694 0.019 -0.010 0.087
H 24.0452 5.9036 3.4135 0.261 -0.033 -0.256
C 19.4862 1.2351 2.3986 -0.124 0.299 0.325
C 15.0457 9.7132 6.5954 0.771 -0.457 -0.772
H 23.7170 4.4177 4.2854 -0.054 0.015 -0.049
H 17.5078 2.6549 4.0218 -0.294 0.262 -0.180
H 14.1827 11.6982 6.6392 0.025 -0.031 -0.167
H 15.4006 9.0698 7.3993 -0.314 0.221 0.300
H 18.7011 3.5930 7.7871 0.581 0.195 -0.517
H 18.0238 4.0198 3.0491 0.385 0.013 -0.321
C 20.8025 10.5049 9.6893 -0.186 0.299 -0.641
H 18.0346 2.1727 6.9657 0.442 -0.026 -0.360
H 17.1724 7.6471 10.8240 0.032 0.039 -0.049
H 16.0396 12.6951 5.3920 -0.570 -0.195 -0.359
O 20.3124 6.0497 -0.1421 0.241 0.205 0.102
H 18.5961 11.2377 11.5030 -0.117 -0.086 0.074
H 14.0384 9.4438 6.2885 -0.063 -0.174 0.275
H 26.3745 12.9488 6.6877 -0.117 0.140 -0.062
H 20.2640 7.9506 0.6791 -0.045 0.178 -0.063
H 23.1862 7.2984 6.1180 0.053 -0.111 -0.053
H 21.2311 7.2686 7.4241 -0.005 0.184 -0.143
H 18.1141 0.2501 1.0860 -0.371 0.167 -0.102
H 25.1000 13.1048 7.9457 0.073 0.084 -0.060
C 19.7576 7.3768 -0.1038 0.412 -0.767 -0.465
C 18.0640 0.8458 1.9984 0.890 -0.532 -0.118
H 25.6289 7.0536 7.5471 0.120 -0.086 -0.040
H 15.4079 11.4908 7.8347 0.357 0.042 -0.141
H 18.9510 12.5811 9.6307 -0.187 -0.003 0.064
H 16.7157 8.1451 9.1837 -0.049 -0.075 -0.117
C 19.4452 6.7755 6.2116 -0.426 0.915 0.898
C 18.7250 11.5550 9.3281 -0.107 0.398 0.572
O 21.8330 11.6266 5.8139 0.034 0.304 0.068
H 15.1688 3.7418 8.3814 -0.003 -0.073 0.240
O 15.9435 10.7380 4.6918 0.294 -0.249 -0.379
H 17.0243 9.2592 5.5641 -0.163 0.071 0.752
O 19.8919 9.8834 10.5704 -0.145 0.146 0.244
H 23.0027 3.0923 8.6126 0.209 0.517 -0.327
H 19.3958 5.8865 4.2967 0.230 0.052 -0.066
C 19.9378 11.0606 8.5464 0.160 -0.193 0.264
H 20.6543 10.6022 4.4520 0.006 0.025 -0.109
H 17.4509 5.4217 1.2603 -0.072 0.105 0.045
C 24.6923 6.6229 7.2033 -0.656 0.704 -0.341
H 19.7055 10.2617 7.8384 -0.074 0.031 -0.009
C 21.5814 0.6945 7.3704 -0.936 0.510 -0.428
H 19.0421 7.6961 6.6506 0.162 0.030 -0.070
C 18.3653 6.0094 1.2093 0.188 0.405 -0.089
H 26.1503 11.6762 7.8814 -0.119 -0.035 -0.054
C 21.1560 11.5696 4.5843 0.151 -0.110 0.107
C 19.5442 6.8926 4.7132 -0.420 -1.026 -0.515
H 17.6433 2.7247 0.9980 0.167 -0.253 -0.057
O 24.8291 4.1130 2.5633 -0.063 0.275 -0.124
C 15.1538 11.2296 6.8049 -0.422 0.138 0.655
H 22.1709 9.7271 6.4918 0.172 -0.140 -0.146
H 16.0034 -0.2702 10.1144 -0.094 0.016 -0.128
H 21.5204 9.7712 9.3241 0.063 -0.078 0.213
H 20.3985 12.3507 4.5844 0.010 0.038 0.006
C 20.9794 7.3128 4.4680 -0.834 0.318 0.082
H 24.8772 5.8276 6.4809 0.147 -0.217 0.155
H 20.1151 4.7457 1.4868 0.214 0.030 -0.154
H 16.6959 4.0900 9.2174 0.061 -0.289 0.187
H 16.4926 0.9455 11.3206 0.036 -0.102 -0.117
H 18.7681 6.8111 9.5720 0.072 -0.036 -0.069
H 21.3367 11.3284 10.1818 0.047 -0.074 0.066
H 19.9843 0.4344 2.9464 0.120 0.088 0.004
H 23.1950 10.2243 5.1055 0.126 -0.028 0.050
C 20.8944 6.5438 6.6781 -0.918 0.111 0.022
H 16.0151 6.6750 9.9495 -0.124 0.103 -0.229
H 25.6752 4.2916 2.9804 0.070 -0.045 -0.043
C 22.6184 2.6252 6.4422 -0.653 0.387 0.110
H 16.0878 1.4094 7.8547 0.021 -0.254 0.129
H 17.7556 11.5786 8.8309 0.165 -0.105 -0.320
C 17.3934 2.1907 1.9227 -0.213 0.989 -0.528
H 22.4063 3.5375 5.8829 0.234 -0.128 -0.296
H 17.9062 9.8819 10.5159 -0.429 0.376 0.209
```
Forces are in eV/Å.

Computed properties:
Energy above the lowest of the compared OMol25 structures with the same formula, charge and spin ... 0.000 eV
Strongest force on any atom ... 2.2 eV Å⁻¹
Kohn-Sham gap ... 10.1 eV
Charge ... 0

Entry 2:
C5H10N2O | ωB97M-V with the def2-TZVPD basis set

The geometry in XYZ format:
```
18
Properties=species:S:1:pos:R:3:forces:R:3
C -0.6429 0.8819 -0.1192 -1.174 -1.591 1.258
H -0.1324 2.7374 -0.4908 0.142 -0.039 -0.136
H 2.0865 -0.3034 -1.8893 -0.105 0.493 -0.091
H 0.8430 0.8542 -2.2557 0.737 -0.225 -0.341
H -1.7757 2.5614 -0.2695 -0.043 -0.260 0.063
N 1.1745 0.0855 -1.6808 -1.501 0.325 0.062
C 1.0893 0.4781 -0.2936 2.096 -3.509 1.694
H 0.8355 -1.9389 0.2283 -0.426 0.240 -0.198
H 2.3624 -1.1020 0.2602 0.213 -0.326 0.282
C 1.3121 -1.0138 0.5487 0.853 2.016 -1.064
N -0.9323 2.1211 -0.6062 0.514 0.129 0.015
H -1.8937 -2.0978 0.2988 0.122 -0.020 0.104
C -1.0251 -0.1634 0.4810 -0.752 2.880 -1.391
H -2.8920 -0.8510 1.0031 0.172 0.220 -0.057
C -1.8662 -1.2379 0.9719 0.436 -0.621 0.162
H -1.6093 -1.5446 1.9876 0.019 -0.116 -0.106
O 1.7743 1.4045 0.1984 -1.135 0.292 -0.233
H 1.2919 -0.8711 1.6269 -0.167 0.111 -0.022
```
Forces are in eV/Å.

Computed properties:
Energy above the lowest of the compared OMol25 structures with the same formula, charge and spin ... 5.023 eV
Strongest force on any atom ... 4.4 eV Å⁻¹
Kohn-Sham gap ... 8.2 eV
Charge ... 0

Entry 3:
C6H16N2 | ωB97M-V with the def2-TZVPD basis set

The geometry in XYZ format:
```
24
Properties=species:S:1:pos:R:3:forces:R:3
H -1.1975 0.9237 0.9011 1.291 3.198 1.083
N -0.7072 -0.8090 -0.0197 0.100 0.141 1.563
C -2.3631 -0.5214 1.9315 -0.319 0.862 2.121
N 3.5693 0.1674 -2.3362 0.272 3.242 -4.082
H -2.1586 -1.5803 2.1139 0.057 0.227 0.098
H -0.1351 1.0985 -1.1184 -0.332 -0.139 1.212
C -2.0742 0.4266 3.1068 0.711 -1.377 2.517
H -3.4501 -0.3439 1.9359 0.195 -0.869 -1.029
H 3.9308 -0.5922 -1.9124 0.943 -3.042 1.991
H 1.9156 -0.0122 -0.1810 0.663 0.430 1.583
C 2.1535 0.5089 -2.1455 0.679 -2.038 -4.219
C -0.0212 0.0086 -1.0192 0.534 -2.481 -2.692
H -0.4342 -0.3405 -2.0286 0.368 0.505 0.977
C -1.6498 0.0339 0.7646 -2.373 -2.977 -4.767
H -0.0831 -1.3730 0.5829 -0.170 0.905 -0.533
C 1.4849 -0.3100 -1.0924 -0.450 -1.650 -0.445
H 2.0632 1.5667 -1.9974 -0.241 0.580 0.304
H -2.6054 1.3611 2.9976 -0.816 -0.059 0.372
H 1.7906 0.2636 -3.2662 -0.517 0.767 2.622
H -2.4257 0.1757 -0.0546 0.530 0.525 0.922
H 3.8287 0.0821 -3.3899 -0.681 0.287 2.790
H -1.0912 0.7957 3.2487 1.696 0.085 -0.845
H 1.7659 -1.4554 -1.1597 -0.942 2.119 -0.274
H -2.1061 -0.0746 4.1384 -1.200 0.759 -1.268
```
Forces are in eV/Å.

Computed properties:
Energy above the lowest of the compared OMol25 structures with the same formula, charge and spin ... 2.995 eV
Strongest force on any atom ... 6.1 eV Å⁻¹
Kohn-Sham gap ... 9.6 eV
Charge ... 0

Question: Among the records above, which one has the lowest strongest force on any atom?
Answer: C35H80O13

Question: Among the records above, which one has the lowest strongest force on any atom?
Answer: C35H80O13

Copy entry 3 word for word.
C6H16N2 | ωB97M-V with the def2-TZVPD basis set

The geometry in XYZ format:
```
24
Properties=species:S:1:pos:R:3:forces:R:3
H -1.1975 0.9237 0.9011 1.291 3.198 1.083
N -0.7072 -0.8090 -0.0197 0.100 0.141 1.563
C -2.3631 -0.5214 1.9315 -0.319 0.862 2.121
N 3.5693 0.1674 -2.3362 0.272 3.242 -4.082
H -2.1586 -1.5803 2.1139 0.057 0.227 0.098
H -0.1351 1.0985 -1.1184 -0.332 -0.139 1.212
C -2.0742 0.4266 3.1068 0.711 -1.377 2.517
H -3.4501 -0.3439 1.9359 0.195 -0.869 -1.029
H 3.9308 -0.5922 -1.9124 0.943 -3.042 1.991
H 1.9156 -0.0122 -0.1810 0.663 0.430 1.583
C 2.1535 0.5089 -2.1455 0.679 -2.038 -4.219
C -0.0212 0.0086 -1.0192 0.534 -2.481 -2.692
H -0.4342 -0.3405 -2.0286 0.368 0.505 0.977
C -1.6498 0.0339 0.7646 -2.373 -2.977 -4.767
H -0.0831 -1.3730 0.5829 -0.170 0.905 -0.533
C 1.4849 -0.3100 -1.0924 -0.450 -1.650 -0.445
H 2.0632 1.5667 -1.9974 -0.241 0.580 0.304
H -2.6054 1.3611 2.9976 -0.816 -0.059 0.372
H 1.7906 0.2636 -3.2662 -0.517 0.767 2.622
H -2.4257 0.1757 -0.0546 0.530 0.525 0.922
H 3.8287 0.0821 -3.3899 -0.681 0.287 2.790
H -1.0912 0.7957 3.2487 1.696 0.085 -0.845
H 1.7659 -1.4554 -1.1597 -0.942 2.119 -0.274
H -2.1061 -0.0746 4.1384 -1.200 0.759 -1.268
```
Forces are in eV/Å.

Computed properties:
Energy above the lowest of the compared OMol25 structures with the same formula, charge and spin ... 2.995 eV
Strongest force on any atom ... 6.1 eV Å⁻¹
Kohn-Sham gap ... 9.6 eV
Charge ... 0